{"formula": "C4H13NO2", "method": "the ωB97M-V functional and the def2-TZVPD basis", "elements": ["C", "C", "C", "N", "O", "H", "H", "H", "H", "H", "H", "H", "H", "H", "C", "O", "H", "H", "H", "H"], "xyz": [[1.51, 0.34, -0.75], [0.39, -2.32, 0.95], [1.18, 1.46, 0.04], [1.10, 0.18, -2.01], [-0.09, -1.46, -0.05], [2.18, -0.42, -0.38], [0.97, -0.77, -2.34], [0.39, 0.82, -2.36], [0.63, -1.78, 1.87], [1.30, -2.83, 0.61], [-0.35, -3.10, 1.20], [0.92, 2.36, -0.52], [1.84, 1.66, 0.87], [-0.07, 1.10, 0.54], [-2.28, 1.10, 0.37], [-1.15, 0.55, 0.98], [-0.67, -0.70, 0.41], [-2.81, 1.79, 1.04], [-2.97, 0.32, 0.04], [-2.02, 1.70, -0.53]], "homo_energy_ev": -8.63, "gap_ev": 9.46, "fmax_ev_per_a": 1.7, "energy_ha": -365.3414, "relative_energy_ev": 2.750, "charge": 0}


{"formula": "C4H13NO2", "method": "the ωB97M-V functional and the def2-TZVPD basis", "elements": ["C", "C", "C", "C", "N", "H", "H", "H", "H", "H", "H", "H", "H", "H", "H", "H", "O", "H", "H", "O"], "xyz": [[0.24, -0.69, -2.52], [-0.22, -1.38, -1.16], [0.63, -2.51, -0.54], [0.20, -3.77, -0.58], [-0.72, 0.34, -2.80], [0.10, -1.31, -3.37], [1.28, -0.47, -2.48], [-1.04, -1.89, -1.49], [-0.27, -0.64, -0.30], [1.78, -2.36, -0.59], [-0.73, -4.21, -1.07], [0.93, -4.48, -0.17], [-0.47, 1.28, -3.14], [-1.64, 0.22, -3.09], [2.84, 3.37, 3.52], [3.74, 4.35, 3.35], [3.72, 3.43, 3.14], [-2.83, 3.03, 4.31], [-4.05, 3.90, 4.91], [-3.47, 3.78, 4.08]], "homo_energy_ev": -8.55, "gap_ev": 9.26, "fmax_ev_per_a": 4.7, "energy_ha": -365.3231, "relative_energy_ev": 3.248, "charge": 0}


{"formula": "C4H13NO2", "method": "the ωB97M-V functional and the def2-TZVPD basis", "elements": ["C", "C", "C", "C", "N", "H", "H", "H", "H", "H", "H", "H", "H", "H", "H", "H", "O", "H", "H", "O"], "xyz": [[1.86, -0.10, -1.17], [0.69, 0.44, -0.42], [-0.42, 0.77, -1.11], [1.83, 0.11, 1.76], [0.65, 0.43, 0.97], [2.81, 0.12, -0.68], [1.92, 0.14, -2.22], [1.86, -1.20, -1.17], [-0.36, 0.71, -2.18], [-1.37, 1.05, -0.68], [2.67, -0.25, 1.18], [1.64, -0.72, 2.46], [2.03, 0.95, 2.42], [0.10, 1.17, 1.33], [-2.56, -1.21, -2.05], [-3.18, -0.03, -1.18], [-3.31, -0.91, -1.55], [-2.67, -0.37, 2.06], [-2.20, -0.92, 0.82], [-1.97, -0.19, 1.41]], "homo_energy_ev": -7.54, "gap_ev": 8.31, "fmax_ev_per_a": 2.2, "energy_ha": -365.3889, "relative_energy_ev": 1.458, "charge": 0}


{"formula": "C4H13NO2", "method": "the ωB97M-V functional and the def2-TZVPD basis", "elements": ["C", "C", "C", "N", "C", "H", "H", "H", "H", "H", "H", "H", "H", "H", "H", "H", "O", "H", "H", "O"], "xyz": [[-0.83, 0.88, 3.05], [-1.00, 0.07, 1.79], [-0.01, -0.30, 0.99], [1.35, -0.05, 1.24], [-2.44, -0.10, 1.34], [0.18, 1.26, 3.13], [-1.49, 1.74, 3.01], [-1.04, 0.30, 3.95], [-0.20, -0.65, -0.02], [2.06, -0.51, 0.71], [1.59, 0.06, 2.21], [-3.04, -0.52, 2.15], [-2.86, 0.86, 1.04], [-2.53, -0.77, 0.48], [1.01, -0.98, -3.35], [0.55, -0.90, -4.77], [0.48, -1.46, -3.99], [2.77, 0.93, -2.85], [1.54, 1.44, -2.15], [1.81, 0.96, -2.94]], "homo_energy_ev": -7.77, "gap_ev": 8.24, "fmax_ev_per_a": 0.9, "energy_ha": -365.4177, "relative_energy_ev": 0.675, "charge": 0}


{"formula": "C4H13NO2", "method": "the ωB97M-V functional and the def2-TZVPD basis", "elements": ["C", "C", "C", "C", "N", "H", "H", "H", "H", "H", "H", "H", "H", "H", "H", "H", "O", "H", "H", "O"], "xyz": [[0.40, 1.14, -1.77], [-0.25, 0.41, -0.60], [0.11, 0.94, 0.85], [-0.73, -0.67, 2.36], [-0.87, 0.48, 1.84], [-0.13, 0.83, -2.69], [1.47, 0.98, -1.75], [0.18, 2.20, -1.70], [-1.33, 0.68, -0.61], [0.04, -0.64, -0.54], [1.13, 0.59, 1.04], [0.21, 2.03, 0.82], [0.19, -1.19, 2.08], [-1.42, -1.03, 3.12], [3.07, -1.29, -0.72], [3.28, -0.65, 0.59], [2.79, -1.38, 0.20], [-3.41, -0.76, -0.86], [-1.92, -1.15, -0.89], [-2.81, -1.51, -0.76]], "homo_energy_ev": -9.48, "gap_ev": 10.03, "fmax_ev_per_a": 2.1, "energy_ha": -365.3854, "relative_energy_ev": 1.553, "charge": 0}


{"formula": "C4H13NO2", "method": "the ωB97M-V functional and the def2-TZVPD basis", "elements": ["C", "C", "C", "N", "C", "H", "H", "H", "H", "H", "H", "H", "H", "H", "H", "H", "O", "H", "H", "O"], "xyz": [[-0.69, -0.10, -0.28], [0.69, 0.44, 0.06], [1.73, -0.40, -0.11], [2.01, -1.57, -0.92], [0.84, 1.91, -0.03], [-1.37, 0.13, 0.55], [-1.24, 0.53, -1.00], [-0.70, -1.16, -0.51], [2.65, -0.17, 0.43], [1.62, -2.47, -0.62], [2.98, -1.74, -0.71], [0.40, 2.43, 0.84], [1.90, 2.17, -0.01], [0.47, 2.43, -0.92], [-4.19, -1.04, -1.37], [-5.42, -0.93, -2.30], [-4.50, -0.67, -2.20], [0.95, -0.66, 2.78], [0.78, 0.82, 2.94], [1.09, 0.05, 3.40]], "homo_energy_ev": -8.35, "gap_ev": 8.98, "fmax_ev_per_a": 3.6, "energy_ha": -365.3655, "relative_energy_ev": 2.094, "charge": 0}


{"formula": "C4H13NO2", "method": "the ωB97M-V functional and the def2-TZVPD basis", "elements": ["C", "C", "N", "C", "C", "O", "H", "H", "H", "H", "H", "H", "H", "H", "H", "H", "H", "H", "H", "O"], "xyz": [[2.69, -1.17, 0.10], [1.25, -1.31, -0.40], [0.42, -0.11, -0.24], [-0.85, -0.27, -0.93], [-2.02, 0.51, -0.27], [-2.79, 1.25, -1.20], [3.45, -0.64, -0.46], [2.55, -0.82, 1.13], [2.97, -2.22, 0.19], [1.22, -1.65, -1.45], [0.80, -2.06, 0.21], [0.89, 0.72, -0.59], [-0.94, 0.09, -1.97], [-1.10, -1.33, -1.01], [-1.63, 1.18, 0.51], [-2.51, -0.33, 0.23], [-3.02, 2.05, -0.72], [-0.63, 2.76, 2.31], [-0.08, 1.48, 1.94], [-0.67, 1.85, 2.63]], "homo_energy_ev": -9.01, "gap_ev": 9.73, "fmax_ev_per_a": 1.9, "energy_ha": -365.3900, "relative_energy_ev": 1.428, "charge": 0}


{"formula": "C4H13NO2", "method": "the ωB97M-V functional and the def2-TZVPD basis", "elements": ["C", "O", "C", "C", "C", "N", "H", "H", "H", "H", "H", "H", "H", "H", "H", "H", "H", "H", "H", "O"], "xyz": [[1.26, 1.90, -0.17], [1.75, 1.22, -1.35], [-0.02, 1.29, 0.41], [-0.05, -0.24, 0.24], [-1.41, -0.88, 0.57], [-0.04, 1.57, 1.86], [1.07, 2.95, -0.43], [2.08, 1.81, 0.53], [1.07, 1.45, -2.01], [-0.85, 1.75, -0.13], [0.76, -0.62, 0.79], [0.12, -0.44, -0.82], [-1.11, -1.90, 0.32], [-1.65, -0.90, 1.64], [-2.19, -0.36, 0.03], [0.75, 2.10, 2.17], [-0.94, 1.87, 2.18], [-0.25, -3.53, -1.54], [-0.13, -4.96, -1.96], [-0.23, -4.07, -2.33]], "homo_energy_ev": -9.17, "gap_ev": 10.00, "fmax_ev_per_a": 2.6, "energy_ha": -365.4023, "relative_energy_ev": 1.093, "charge": 0}


{"formula": "C4H13NO2", "method": "the ωB97M-V functional and the def2-TZVPD basis", "elements": ["C", "C", "C", "C", "N", "H", "H", "H", "H", "H", "H", "H", "H", "H", "H", "H", "O", "H", "H", "O"], "xyz": [[-0.65, -0.95, 1.47], [-0.36, -0.57, 0.04], [-1.22, 0.56, -0.48], [-0.80, 1.60, -1.23], [0.32, -1.88, 2.00], [-0.77, 0.01, 2.01], [-1.62, -1.54, 1.48], [0.68, -0.25, -0.02], [-0.30, -1.44, -0.64], [-2.23, 0.68, -0.07], [0.28, 1.63, -1.29], [-1.52, 2.35, -1.53], [-0.09, -2.41, 2.76], [1.13, -1.45, 2.43], [1.64, 2.37, 0.78], [1.27, 1.51, 2.04], [1.10, 1.65, 1.10], [0.16, 0.02, -2.81], [1.48, -0.19, -3.48], [0.87, -0.64, -2.89]], "homo_energy_ev": -9.12, "gap_ev": 9.69, "fmax_ev_per_a": 2.2, "energy_ha": -365.3806, "relative_energy_ev": 1.685, "charge": 0}


{"formula": "C4H13NO2", "method": "the ωB97M-V functional and the def2-TZVPD basis", "elements": ["C", "C", "C", "C", "N", "H", "H", "H", "H", "H", "H", "H", "H", "H", "H", "H", "O", "H", "H", "O"], "xyz": [[2.12, 1.70, -0.25], [0.78, 1.19, -0.55], [-0.16, 0.99, 0.58], [-1.26, 1.81, 0.56], [-2.39, 1.85, 1.33], [2.86, 1.77, -1.02], [1.93, 2.77, 0.14], [2.62, 0.97, 0.45], [0.80, 0.34, -1.21], [0.25, 1.70, -1.40], [0.02, -0.03, 0.87], [-1.22, 2.59, -0.38], [-3.28, 2.36, 1.32], [-2.65, 0.89, 1.62], [2.91, -6.16, -0.48], [4.33, -5.28, -0.86], [3.41, -5.24, -0.40], [-3.37, -0.66, -0.03], [-3.61, -2.21, -0.25], [-4.08, -1.36, -0.04]], "homo_energy_ev": -8.11, "gap_ev": 8.87, "fmax_ev_per_a": 3.6, "energy_ha": -365.3289, "relative_energy_ev": 3.092, "charge": 0}


{"formula": "C4H13NO2", "method": "the ωB97M-V functional and the def2-TZVPD basis", "elements": ["C", "C", "C", "N", "C", "O", "H", "H", "H", "H", "H", "H", "H", "H", "H", "H", "H", "H", "H", "O"], "xyz": [[-1.16, -0.81, 0.65], [-1.51, 0.35, -0.27], [-2.76, 0.06, -1.07], [-0.37, 0.72, -1.13], [0.64, -0.29, -1.50], [1.60, -0.58, -0.57], [-0.63, -1.64, 0.20], [-0.72, -0.49, 1.58], [-2.14, -1.20, 0.99], [-1.67, 1.17, 0.43], [-3.01, 1.02, -1.57], [-2.62, -0.80, -1.73], [-3.63, 0.00, -0.40], [-0.79, 1.07, -1.99], [0.22, -1.20, -1.94], [1.13, 0.29, -2.33], [2.21, 0.15, -0.39], [2.62, 0.42, 2.41], [3.18, -0.20, 3.68], [3.06, 0.65, 3.24]], "homo_energy_ev": -9.04, "gap_ev": 9.77, "fmax_ev_per_a": 3.4, "energy_ha": -365.3991, "relative_energy_ev": 1.181, "charge": 0}


{"formula": "C4H13NO2S", "method": "the ωB97M-V functional and the def2-TZVPD basis", "elements": ["C", "N", "C", "O", "C", "C", "S", "H", "H", "H", "H", "H", "H", "H", "H", "H", "H", "H", "H", "H", "O"], "xyz": [[-0.19, 0.08, -0.64], [1.18, 0.42, -0.63], [1.62, 1.69, -0.23], [2.68, 2.02, 0.67], [-0.40, -1.27, 0.06], [-1.99, -1.47, 0.01], [-2.60, -1.62, -1.80], [-0.55, 0.11, -1.79], [-0.80, 0.93, -0.14], [1.64, 0.15, -1.52], [1.72, 2.52, -1.01], [0.77, 1.95, 0.58], [3.19, 1.34, 1.13], [0.16, -2.18, -0.19], [-0.08, -1.11, 1.18], [-2.13, -2.36, 0.62], [-2.57, -0.61, 0.37], [-1.74, -2.70, -1.99], [2.46, 0.84, 3.60], [1.07, 1.32, 2.93], [1.81, 1.56, 3.61]], "homo_energy_ev": -8.81, "gap_ev": 9.43, "fmax_ev_per_a": 5.5, "energy_ha": -763.5194, "relative_energy_ev": 2.800, "charge": 0}